# 1
Density functional theory data (ωB97M-V/def2-TZVPD) for a molecular structure, C44H49N4O4SiW in a non-equilibrium geometry.

Computed properties:
charge	+1
orbital gap (alpha / beta)	3.37 / 3.26	eV
LUMO energy (alpha / beta)	-4.3 / -4.3	eV
spin multiplicity	1

Structure (XYZ):
```
103
Properties=species:S:1:pos:R:3:forces:R:3:mulliken_charge:R:1
W -0.164027 -0.043011 0.378344 -1.14 -3.18 0.28 0.49
C 0.621010 1.500424 3.266041 0.05 -0.22 0.15 -1.65
N 0.047622 1.820572 1.928281 0.22 -0.08 -0.32 0.60
C -1.327965 2.338951 2.187281 -0.25 0.01 0.04 -0.49
C -2.240007 1.396328 2.960813 0.09 0.05 -0.10 -1.62
C -2.602112 0.066722 2.257791 -0.15 -0.09 0.75 0.07
N -1.976993 -0.113493 0.950649 1.04 0.51 -0.10 1.18
C -2.349465 -1.242732 2.993440 -0.17 0.00 -0.03 -2.03
C -1.255795 -1.996539 2.997148 0.26 -0.02 -0.63 0.36
C -1.330496 -3.496539 3.145856 0.51 -0.32 1.16 -0.32
C -0.478598 -4.006965 4.270451 0.02 -0.78 0.06 -1.80
C 0.682586 -3.303213 4.559280 -0.79 0.23 -0.39 -0.79
C 1.041506 -2.227193 3.776804 0.74 0.52 -0.07 -1.71
C 0.217080 -1.857299 2.571537 -0.40 -1.40 0.74 2.16
O 0.679983 -0.680077 2.014547 0.08 1.62 -0.96 -0.17
C 0.874130 2.958770 1.400133 0.07 0.08 -0.08 -1.42
C 2.005883 2.630955 0.420292 0.00 -0.02 0.00 -0.45
C 2.737256 1.296720 0.585653 0.03 0.19 0.19 -1.59
N 2.003742 0.247684 -0.118819 -0.16 0.22 0.24 0.25
C 2.640709 -0.501391 -0.937695 -0.03 -0.20 -0.07 -0.91
C 2.049496 -1.504670 -1.792211 -0.12 0.05 -0.03 1.07
C 2.893368 -2.402089 -2.466384 0.03 0.03 0.00 -0.96
C 2.385742 -3.336038 -3.338387 -0.10 0.03 -0.03 -1.10
C 1.006393 -3.354319 -3.584968 0.14 0.00 0.02 -0.72
C 0.158916 -2.463983 -2.962847 -0.04 0.17 0.12 -1.19
C 0.662603 -1.533058 -2.047448 0.44 -0.88 -0.54 0.79
O -0.160891 -0.651599 -1.514091 0.01 1.10 1.22 -0.15
H 0.506880 2.382369 3.903176 -0.02 0.02 -0.08 0.35
H 1.675314 1.262244 3.181353 -0.05 -0.02 0.04 0.49
H 0.122725 0.657394 3.727553 0.07 -0.01 0.02 0.45
H -1.772476 2.591263 1.230180 -0.01 0.05 -0.01 -0.45
H -1.236529 3.268846 2.761229 0.06 -0.04 -0.05 0.76
H -3.164220 1.957029 3.109310 0.01 0.01 0.00 0.52
H -1.855639 1.201989 3.960719 0.02 -0.07 -0.06 0.57
H -2.544339 -0.748048 0.389079 0.08 0.06 -0.25 0.62
H -3.682398 0.088597 2.095956 0.05 0.03 -0.12 0.87
H -3.249282 -1.730881 3.359893 -0.05 0.07 -0.02 0.43
H -2.348841 -3.873465 3.176874 -0.03 0.04 0.02 0.86
H -0.812274 -4.839343 4.875020 -0.08 0.08 0.00 0.41
H 1.298263 -3.579085 5.408197 0.02 -0.03 0.01 0.49
H 1.913728 -1.622560 3.987584 -0.02 0.09 -0.05 0.68
H 1.294174 3.471535 2.269408 -0.06 -0.02 -0.01 0.52
H 0.202366 3.663322 0.920108 0.01 -0.05 0.03 0.66
H 2.730957 3.443684 0.500169 0.01 -0.04 0.01 0.85
H 1.634992 2.659437 -0.606167 0.02 0.06 -0.02 -0.29
H 2.827328 1.005927 1.633620 0.03 -0.01 -0.04 -0.11
H 3.747183 1.376149 0.175306 -0.06 -0.02 -0.01 1.00
H 3.721595 -0.356654 -1.032058 -0.09 -0.04 0.03 0.43
H 3.963425 -2.340862 -2.294214 -0.04 -0.01 0.02 0.52
H 3.043697 -4.023314 -3.851690 -0.02 0.00 0.01 0.47
H 0.599256 -4.072038 -4.285855 0.00 0.01 0.01 0.48
H -0.905739 -2.457658 -3.155026 0.00 -0.02 -0.01 0.53
O -0.769611 -3.909974 1.857477 0.09 0.77 -1.07 -0.54
C 0.174136 -2.903166 1.416882 0.06 -0.53 1.37 0.79
O -0.204298 -2.202086 0.328206 -0.07 1.76 -1.59 -0.75
C 1.449844 -3.694854 1.046615 0.05 -0.15 0.13 -1.00
N 1.529471 -4.991036 1.842226 0.17 0.11 -0.49 0.08
C 2.966685 -5.272611 2.133932 -0.06 0.08 -0.03 -0.73
C 3.553536 -3.882775 2.318678 0.01 0.01 0.06 -0.71
C 2.826289 -3.039656 1.260984 -0.02 0.00 0.00 -0.03
H 1.299190 -3.966790 0.001789 0.08 -0.09 -0.01 0.77
H 1.073415 -5.744716 1.332148 -0.01 0.05 0.07 0.41
H 0.970661 -4.869440 2.695947 -0.40 0.18 0.75 0.35
H 3.383441 -5.779879 1.265213 0.03 -0.01 -0.02 0.35
H 3.043142 -5.922199 3.002891 -0.03 0.02 0.00 0.48
H 4.632366 -3.881756 2.181775 0.04 -0.04 -0.05 0.50
H 3.338778 -3.528818 3.326074 -0.09 0.06 -0.09 0.28
H 3.380563 -3.081060 0.325096 0.07 0.01 -0.10 0.58
H 2.722887 -1.995985 1.549365 0.00 -0.04 0.10 -0.50
C 1.712486 3.010920 -5.186850 0.01 -0.01 0.01 -0.72
C 0.551803 3.708953 -4.885909 -0.02 0.00 0.02 -0.91
C -0.180979 3.388592 -3.752340 -0.08 0.01 0.07 -0.53
C 0.215733 2.364001 -2.882651 0.15 -0.17 0.09 0.06
C 1.376174 1.668176 -3.222586 -0.01 0.01 0.02 -0.69
C 2.121485 1.983628 -4.351738 0.02 -0.03 0.01 -0.89
Si -0.939322 1.908860 -1.436194 -0.23 0.42 -0.41 2.62
C -2.372722 0.973492 -2.279105 0.02 -0.13 0.18 1.37
C -2.242033 0.574326 -3.612405 0.06 0.05 -0.04 -0.64
C -3.238075 -0.145850 -4.258519 0.00 0.02 0.00 -0.84
C -4.400086 -0.491012 -3.585485 0.00 0.00 0.01 -0.79
C -4.554079 -0.112547 -2.259986 -0.03 0.01 0.03 -0.90
C -3.549903 0.602779 -1.621308 0.02 -0.01 -0.01 -0.49
C -1.618377 3.631528 -0.944484 0.02 -0.08 0.17 0.29
C -0.751358 4.727303 -0.848608 0.02 0.00 -0.10 -0.41
C -1.194497 5.987421 -0.473086 0.05 -0.03 -0.03 -0.69
C -2.535813 6.192983 -0.183823 -0.02 -0.01 0.00 -0.79
C -3.423068 5.133249 -0.292375 -0.01 0.01 -0.01 -0.77
C -2.967939 3.876312 -0.670973 0.02 -0.07 -0.03 -0.37
H 2.286785 3.260213 -6.069847 -0.01 0.00 0.01 0.40
H 0.211275 4.502980 -5.538392 0.00 0.00 0.02 0.45
H -1.090545 3.940824 -3.552479 -0.02 0.03 0.03 0.50
H 1.698914 0.842758 -2.608840 0.00 0.05 -0.05 0.90
H 3.015324 1.416943 -4.583642 0.00 0.01 0.00 0.48
H -1.345050 0.831171 -4.162966 -0.01 -0.01 -0.01 0.26
H -3.106324 -0.433676 -5.294379 0.01 0.01 0.01 0.48
H -5.179228 -1.049545 -4.088094 0.01 0.01 0.01 0.41
H -5.457772 -0.373523 -1.722685 0.01 0.00 0.00 0.46
H -3.691549 0.862387 -0.578265 -0.06 0.10 0.00 0.20
H 0.298301 4.600564 -1.095173 0.01 0.02 -0.03 0.51
H -0.494517 6.811956 -0.418847 0.00 -0.01 0.00 0.45
H -2.888506 7.174485 0.105360 0.00 -0.01 0.00 0.41
H -4.476806 5.286842 -0.095406 0.01 -0.01 -0.01 0.46
H -3.692059 3.080503 -0.774392 -0.04 -0.07 0.00 0.36
```
Positions in Å, forces in eV/Å.


# 2
Density functional theory data (ωB97M-V/def2-TZVPD) for 7 unconnected molecules or ions with the total composition C44H49N7O15P in a non-equilibrium geometry.

Computed properties:
charge	-1
orbital gap	2.05	eV
LUMO energy	0.8	eV
spin multiplicity	1

Structure (XYZ):
```
116
Properties=species:S:1:pos:R:3:forces:R:3:mulliken_charge:R:1
C 4.880200 -2.027799 -1.033800 0.22 0.29 0.20 -1.13
C 4.231392 -1.054320 -1.994911 0.41 0.20 -0.25 -0.22
O 3.440783 -1.690710 -3.012743 0.04 -0.06 0.15 -0.50
P 1.938006 -2.054375 -2.562490 -0.51 0.18 0.22 1.22
O 1.859066 -2.684224 -1.237264 0.20 -0.17 0.08 -0.77
C 0.965403 -0.540777 -2.738221 0.05 -0.17 0.21 -1.15
C 0.231520 -0.111092 -1.454436 -0.25 0.47 -0.16 0.81
C -1.211877 -0.648822 -1.347716 -0.19 -0.06 0.99 0.11
N -1.479737 -1.249122 -0.092609 0.08 -0.15 -0.30 -0.61
C -2.474264 -2.279696 -0.164668 0.41 0.21 0.05 -0.83
O 1.498928 -3.017965 -3.762450 0.12 -0.11 0.22 -0.51
C 0.999304 -4.321172 -3.393092 -0.22 -0.37 -0.49 -0.49
C -0.470511 -4.256102 -3.008532 0.34 0.53 0.20 -0.69
H 5.621032 -1.468941 -0.451971 -0.03 -0.01 0.03 0.40
H 5.427338 -2.797383 -1.578645 -0.16 -0.11 -0.02 0.26
H 4.165086 -2.460677 -0.340803 -0.08 -0.17 -0.15 0.29
H 3.652562 -0.292404 -1.464943 -0.16 -0.12 0.05 0.19
H 5.019716 -0.520861 -2.531070 -0.09 0.00 -0.11 0.38
H 1.629532 0.249248 -3.098452 -0.01 -0.04 -0.10 0.41
H 0.210452 -0.732645 -3.501195 0.14 0.13 -0.20 0.52
H 0.764343 -0.366405 -0.540572 0.05 -0.22 -0.04 0.43
H 0.140985 0.972861 -1.514467 0.29 -0.03 0.12 -0.96
H -1.436631 -1.311365 -2.205159 0.03 -0.04 -0.13 0.14
H -1.878696 0.257506 -1.488470 0.01 0.05 -0.46 -0.10
H -2.861442 -2.458878 -1.186199 -0.03 -0.04 -0.05 0.27
H -2.048436 -3.242171 0.174908 -0.24 -0.15 0.08 0.11
H -3.364777 -2.092336 0.465529 -0.06 -0.03 0.04 0.33
H 1.603565 -4.754037 -2.598437 0.05 0.13 0.10 0.31
H 1.138051 -4.937161 -4.284462 0.01 0.09 -0.04 0.40
H -0.959622 -3.514704 -3.642038 -0.14 -0.18 -0.11 0.29
H -0.959207 -5.222894 -3.122423 -0.01 -0.06 0.04 0.25
H -0.563506 -3.892667 -1.983157 -0.13 -0.11 0.02 0.19
C -4.146446 5.476834 -4.929101 -0.01 0.01 0.00 -0.52
C -3.961317 4.367247 -5.744209 0.01 0.05 0.06 -0.45
C -3.165688 3.313837 -5.321439 -0.07 0.00 -0.15 -0.16
C -2.561241 3.385273 -4.075433 -0.14 0.04 -0.05 -0.27
C -2.734295 4.485972 -3.249655 -0.02 0.14 0.10 -0.25
C -3.529996 5.533543 -3.684900 -0.03 -0.05 -0.07 -0.50
N -1.720559 2.289141 -3.636291 0.20 -0.07 0.04 1.04
O -1.570209 1.336353 -4.401435 0.03 0.10 0.06 -0.68
O -1.208733 2.369805 -2.528559 -0.13 0.13 -0.18 -0.52
H -4.765446 6.298042 -5.265364 0.03 0.02 0.00 0.38
H -4.437602 4.322317 -6.714825 0.00 -0.01 -0.01 0.36
H -3.013015 2.448166 -5.948269 0.05 -0.06 0.08 0.43
H -2.250084 4.521205 -2.285311 0.05 -0.10 -0.01 0.47
H -3.667965 6.399689 -3.051863 0.01 0.00 0.01 0.38
C 1.843415 4.784700 -5.797871 0.00 0.02 -0.01 -0.60
C 2.386369 6.063242 -5.811649 -0.05 -0.07 -0.02 -0.40
C 1.557505 7.171806 -5.851839 0.16 0.05 0.02 -0.45
C 0.187837 6.977050 -5.871313 0.12 -0.11 0.01 -0.03
C -0.371205 5.712280 -5.864997 -0.23 -0.12 0.01 -0.16
C 0.467207 4.609828 -5.830868 0.08 0.01 0.02 -0.26
N -0.693714 8.154663 -5.883738 0.05 -0.01 0.02 1.01
O -0.171725 9.252729 -5.908884 0.02 0.05 -0.02 -0.63
O -1.892457 7.967494 -5.862192 -0.11 -0.03 -0.03 -0.60
H 2.494349 3.921714 -5.755437 0.00 0.00 0.02 0.41
H 3.458816 6.197614 -5.782895 0.00 0.01 0.02 0.37
H 1.969291 8.169501 -5.857902 -0.08 0.04 0.01 0.45
H -1.444101 5.578377 -5.880205 -0.01 0.12 0.02 0.43
H 0.043279 3.614019 -5.818603 -0.01 0.00 0.02 0.47
C 1.153547 3.764586 2.882429 -0.03 0.03 -0.11 0.08
C 0.729805 3.072379 1.756992 -0.01 0.01 0.12 -0.71
C 1.139511 3.480482 0.499105 -0.16 -0.18 -0.32 -0.09
C 1.967451 4.581665 0.386944 -0.02 -0.03 0.21 -0.31
C 2.394337 5.290494 1.497636 0.07 0.10 0.11 -0.39
C 1.980256 4.874456 2.752654 -0.03 -0.06 -0.03 -0.60
N 2.419745 5.011881 -0.945934 0.00 0.02 0.02 1.07
O 2.022614 4.393102 -1.909033 -0.03 -0.05 -0.07 -0.56
O 3.171992 5.968264 -1.005706 0.03 0.05 -0.01 -0.65
H 0.841563 3.435125 3.861147 0.04 0.03 0.05 0.22
H 0.081581 2.210616 1.850269 0.02 -0.03 -0.04 0.58
H 0.806806 2.940527 -0.377618 0.06 0.06 -0.06 0.47
H 3.038734 6.149206 1.384965 0.01 -0.01 -0.09 0.46
H 2.305392 5.413231 3.632380 0.00 0.00 0.00 0.41
C -2.701561 -0.435441 6.222036 0.01 0.05 0.04 -0.66
C -3.118121 0.847248 6.555784 0.04 -0.08 0.00 -0.38
C -2.203704 1.886439 6.599857 -0.14 0.08 0.04 -0.43
C -0.880819 1.616113 6.301294 -0.07 -0.09 0.02 0.23
C -0.444646 0.346551 5.967317 0.12 -0.11 -0.02 -0.36
C -1.367360 -0.686108 5.931807 -0.07 0.01 -0.02 -0.54
N 0.092938 2.717106 6.321812 -0.04 -0.07 -0.07 1.03
O -0.301830 3.825302 6.625605 -0.02 0.06 0.05 -0.63
O 1.238963 2.459159 6.009876 0.10 0.03 0.10 -0.59
H -3.419704 -1.243625 6.184494 0.00 0.00 -0.02 0.39
H -4.158602 1.040227 6.778426 -0.01 0.01 -0.01 0.37
H -2.515252 2.887875 6.855594 0.08 0.04 -0.02 0.47
H 0.593936 0.162145 5.735275 0.01 0.08 -0.03 0.52
H -1.044550 -1.682857 5.669535 0.00 0.00 -0.06 0.55
C 2.457903 -2.151554 11.107542 0.00 0.00 -0.02 -0.40
C 3.200719 -1.682968 10.032192 -0.05 -0.03 0.06 -0.46
C 2.763724 -1.904148 8.736201 0.15 0.09 -0.02 -0.37
C 1.581401 -2.593124 8.544331 0.04 0.01 0.10 0.18
C 0.828041 -3.071521 9.599281 -0.12 -0.07 0.10 -0.38
C 1.275534 -2.846810 10.890970 0.07 0.05 0.00 -0.45
N 1.102948 -2.812091 7.169244 -0.06 0.07 -0.02 1.08
O 1.787730 -2.390785 6.262588 0.05 0.04 -0.06 -0.59
O 0.040359 -3.381644 7.025849 -0.02 -0.13 0.08 -0.62
H 2.800594 -1.972505 12.118178 0.00 0.00 0.00 0.37
H 4.120915 -1.141248 10.201622 0.01 0.01 -0.01 0.37
H 3.330808 -1.544023 7.890944 -0.07 -0.02 -0.06 0.46
H -0.091062 -3.607482 9.416439 0.01 0.02 -0.10 0.45
H 0.698459 -3.212318 11.729162 -0.01 -0.01 0.00 0.36
C -0.894526 -10.039988 -2.940118 -0.01 0.01 0.00 -0.42
C -0.433145 -9.349845 -1.827193 -0.04 -0.04 -0.07 -0.48
C -1.161004 -8.286926 -1.316135 0.15 -0.01 0.10 -0.20
C -2.346189 -7.936502 -1.933722 0.06 -0.08 -0.05 -0.01
C -2.820587 -8.605028 -3.045773 -0.09 -0.07 -0.13 -0.45
C -2.084684 -9.665707 -3.549713 0.07 -0.01 0.05 -0.38
N -3.126725 -6.811559 -1.385160 0.10 0.08 -0.09 1.07
O -2.667670 -6.239394 -0.424549 -0.09 0.02 0.14 -0.57
O -4.170184 -6.531394 -1.942120 -0.08 -0.03 0.01 -0.63
H -0.324007 -10.870710 -3.334735 0.01 0.00 -0.01 0.37
H 0.496269 -9.637861 -1.355435 0.01 0.01 0.01 0.38
H -0.811435 -7.737214 -0.454896 -0.07 0.07 -0.01 0.47
H -3.746812 -8.302003 -3.510195 -0.01 0.08 0.07 0.45
H -2.441226 -10.200143 -4.419739 -0.01 0.00 -0.01 0.36
```
Positions in Å, forces in eV/Å.